Formula: C14H15CoNO2
Source: OMol25
Level of theory: the ωB97M-V functional and the def2-TZVPD basis

Structure (ORCA input):
```
! RIJCOSX wB97M-V def2-TZVPD def2/J DEFGRID3
* xyz -2 4
Co 0.41444 -0.45833 -1.77764
O 1.80699 -0.61027 1.24319
O -0.12761 -0.17099 0.10322
N -0.52751 1.15853 -2.15644
C 0.33668 0.86145 4.79156
C 0.63286 -0.19927 1.15742
C -0.95232 1.41339 4.83328
C -1.26012 0.91773 2.47826
C -1.75320 1.44489 3.68051
C 0.86015 -1.66012 -3.25954
C 1.26963 -2.20869 -2.00264
C -1.61370 -0.83679 -2.38512
C -1.86698 0.64929 -2.28691
C 2.28705 -0.13672 -2.26090
C 0.81778 0.33888 3.59132
C 1.50446 -0.39214 -3.42581
C 0.03173 0.35464 2.42404
C 2.17327 -1.27189 -1.40050
H 0.20583 -2.14457 -3.98020
H -1.63439 -1.19729 -3.41873
H -1.33083 1.82304 5.76879
H -2.11914 -1.46282 -1.64767
H 1.81325 -0.09703 3.53355
H 2.72742 -1.42412 -0.48657
H 0.97229 0.82822 5.67993
H 0.98179 -3.17793 -1.59146
H -2.52429 0.89214 -1.43442
H -1.87352 0.92628 1.57360
H -2.35736 1.02086 -3.20041
H -2.76128 1.87727 3.72398
H -0.45490 1.93839 -1.50068
H 1.42020 0.26188 -4.29201
H 2.90134 0.74211 -2.07504
*
```

Its expectation value of S² is 3.950. The LUMO energy (spin up / spin down) comes out at 5.32 / 5.27 eV. As for the energy: -2130.284447 hartree.

Charges in e, computed with natural (NBO), in the same order as the atoms: Co 1.0546; O -0.7439; O -0.8022; N -0.9436; C -0.4143; C 0.7631; C -0.5772; C -0.2332; C -0.4004; C -0.3082; C -0.3660; C -0.5137; C -0.2593; C -0.3397; C -0.2328; C -0.3372; C -0.1172; C -0.3037; H 0.2173; H 0.1595; H 0.1453; H 0.1910; H 0.2194; H 0.2747; H 0.1789; H 0.2252; H 0.1555; H 0.2172; H 0.1145; H 0.1838; H 0.3424; H 0.2239; H 0.2264